Entry from the Open Molecules 2025 dataset: a structure of composition C41H114CrN5O15 (ωB97M-V/def2-TZVPD).

Properties
Spin multiplicity ... 4
Calculated total energy ... -4077.28534 a.u.
F_max ... 2.8 eV Å⁻¹

Structure (XYZ):
```
176
C41H114CrN5O15, DFT ωB97M-V/def2-TZVPD
Cr 0.983 1.102 0.594
O -0.326 -0.147 -0.188
H -1.137 -0.543 -0.561
O 2.716 0.578 -0.171
H 3.228 -0.220 -0.406
O -0.263 1.897 1.968
H -1.146 1.590 2.251
C -0.880 -0.503 -5.132
C -0.781 0.922 -4.558
C -2.163 1.633 -4.335
O -0.300 0.789 -3.286
H -1.368 -1.207 -4.458
H 0.098 -0.892 -5.415
H -1.482 -0.541 -6.040
H -0.027 1.532 -5.055
H -2.670 1.647 -5.300
H -2.118 2.656 -3.962
H -2.791 1.178 -3.569
H 0.070 -0.096 -3.268
C 7.172 2.364 -0.667
C 6.151 1.261 -0.179
C 6.730 0.206 0.772
O 5.099 1.898 0.536
H 7.255 3.221 0.001
H 7.020 2.762 -1.671
H 8.154 1.891 -0.659
H 5.644 0.813 -1.033
H 7.316 -0.560 0.264
H 5.989 -0.443 1.238
H 7.385 0.680 1.503
H 4.344 1.367 0.271
C -3.581 2.406 3.319
C -2.929 3.689 2.865
C -3.586 4.859 3.530
O -1.597 3.694 3.213
H -4.630 2.387 3.023
H -3.550 2.335 4.406
H -3.168 1.541 2.800
H -2.971 3.706 1.776
H -4.621 4.971 3.206
H -3.107 5.824 3.367
H -3.557 4.744 4.614
H -1.153 3.081 2.621
C 2.938 3.075 3.708
C 2.480 3.600 2.384
C 3.369 4.659 1.628
O 2.331 2.502 1.476
H 2.106 2.712 4.311
H 3.410 3.784 4.388
H 3.569 2.193 3.600
H 1.536 4.139 2.473
H 4.333 4.176 1.470
H 3.480 5.582 2.197
H 3.007 4.990 0.654
H 3.265 2.465 1.256
C 1.506 -3.600 -0.939
C 1.688 -2.606 -2.098
C 2.088 -3.334 -3.393
O 0.466 -1.825 -2.274
H 2.415 -4.190 -0.820
H 0.608 -4.199 -1.084
H 1.506 -3.058 0.008
H 2.472 -1.902 -1.820
H 1.400 -4.163 -3.558
H 3.067 -3.796 -3.271
H 2.086 -2.692 -4.274
H 0.307 -1.352 -1.454
C -1.616 -0.441 4.720
C -1.036 0.873 5.349
C -0.605 0.654 6.797
O 0.118 1.259 4.615
H -1.888 -0.289 3.675
H -2.487 -0.767 5.289
H -0.920 -1.264 4.883
H -1.774 1.660 5.190
H 0.163 -0.113 6.897
H -1.480 0.561 7.441
H -0.177 1.589 7.158
H -0.149 1.514 3.729
C -2.406 -3.619 2.289
C -1.537 -3.293 1.163
C -2.376 -2.979 -0.072
O -0.612 -2.298 1.545
H -3.020 -2.770 2.589
H -1.727 -3.806 3.121
H -3.016 -4.501 2.092
H -0.929 -4.163 0.916
H -3.000 -3.812 -0.395
H -1.695 -2.814 -0.907
H -3.030 -2.112 0.019
H -0.495 -1.657 0.840
C -1.644 2.935 -1.046
C -0.304 3.626 -1.175
C -0.228 4.812 -0.169
O -1.252 5.738 -0.462
C -1.565 6.515 0.659
N 0.675 2.583 -0.918
H -1.876 2.552 -0.052
H -1.820 2.125 -1.753
H -2.432 3.638 -1.316
H -0.166 3.928 -2.214
H 0.756 5.281 -0.175
H -0.227 4.459 0.862
H -2.270 7.342 0.582
H -0.609 6.999 0.858
H -1.733 5.915 1.553
H 0.391 1.948 -1.650
H 1.509 2.940 -1.361
C -3.369 -8.818 -5.002
C -2.347 -7.761 -5.276
C -2.718 -6.298 -4.821
O -1.658 -5.423 -5.095
C -1.770 -4.184 -4.379
N -1.192 -8.150 -4.532
H -4.326 -8.656 -5.499
H -3.582 -8.859 -3.934
H -3.067 -9.801 -5.363
H -2.118 -7.750 -6.342
H -3.076 -6.369 -3.794
H -3.595 -5.981 -5.386
H -1.977 -4.365 -3.324
H -2.570 -3.507 -4.676
H -0.911 -3.517 -4.454
H -0.645 -7.302 -4.513
H -0.529 -8.668 -5.091
C 3.713 -0.624 3.168
C 2.619 -1.320 2.360
C 2.177 -2.577 3.183
O 1.659 -2.267 4.497
C 1.201 -3.337 5.264
N 1.489 -0.396 2.198
H 3.304 -0.356 4.142
H 3.993 0.315 2.689
H 4.658 -1.148 3.307
H 2.872 -1.674 1.361
H 3.120 -3.120 3.234
H 1.451 -3.113 2.571
H 1.994 -4.049 5.489
H 0.447 -3.935 4.751
H 0.756 -2.933 6.173
H 0.742 -1.072 2.114
H 1.199 -0.061 3.106
C -5.232 -0.662 3.588
C -6.267 -1.104 2.526
C -6.106 -0.302 1.238
O -4.808 -0.513 0.613
C -4.594 0.401 -0.421
N -5.908 -2.483 2.183
H -4.248 -0.856 3.159
H -5.343 -1.220 4.518
H -5.398 0.389 3.820
H -7.294 -1.068 2.889
H -6.254 0.745 1.501
H -6.878 -0.437 0.480
H -5.351 0.240 -1.189
H -3.583 0.237 -0.792
H -4.627 1.426 -0.051
H -5.054 -2.289 1.681
H -6.496 -2.859 1.453
C 2.079 3.294 -4.334
C 3.087 2.599 -3.408
C 4.454 2.512 -4.114
O 4.344 1.823 -5.376
C 4.146 0.464 -5.313
N 3.154 3.412 -2.147
H 1.986 2.889 -5.342
H 2.331 4.350 -4.431
H 1.069 3.194 -3.936
H 2.832 1.558 -3.211
H 5.230 2.165 -3.431
H 4.750 3.539 -4.329
H 4.177 0.028 -6.311
H 3.199 0.245 -4.820
H 4.940 -0.078 -4.801
H 3.379 4.370 -2.376
H 3.943 3.091 -1.605
```